Entry 1:
{
  "formula": "C31H43CdFO14P",
  "method": "ωB97M-V with the def2-TZVPD basis set",
  "symbols": ["Cd", "F", "C", "C", "C", "C", "C", "C", "O", "O", "H", "H", "H", "H", "H", "H", "C", "C", "C", "C", "C", "C", "O", "O", "H", "H", "H", "H", "H", "H", "C", "C", "C", "C", "C", "C", "O", "O", "H", "H", "H", "H", "H", "H", "C", "C", "C", "C", "C", "C", "O", "O", "H", "H", "H", "H", "H", "H", "C", "O", "P", "O", "O", "C", "O", "C", "H", "H", "H", "H", "H", "H", "H", "H", "H", "C", "O", "C", "C", "O", "C", "H", "H", "H", "H", "H", "H", "H", "H", "H", "H"],
  "coordinates": [[2.9038, 17.8187, 12.8213], [3.1012, 19.7657, 12.1462], [5.1653, 22.5848, 10.2203], [6.3162, 23.4072, 9.9750], [7.0908, 23.0019, 8.9154], [6.8364, 21.8918, 8.1362], [5.7349, 21.1597, 8.3713], [4.8893, 21.4555, 9.3871], [3.6959, 20.7707, 9.6181], [8.2965, 23.6195, 8.6579], [4.6488, 22.8305, 11.1364], [6.6904, 24.0485, 10.7593], [7.4694, 21.5165, 7.3457], [5.6183, 20.2694, 7.7712], [3.5389, 20.6257, 10.5540], [8.4682, 23.4410, 7.7304], [-1.1619, 16.5904, 9.1733], [-0.5665, 16.6308, 10.4613], [0.3480, 17.5244, 10.6874], [0.7521, 18.4336, 9.7369], [0.0900, 18.4860, 8.4873], [-0.8181, 17.4753, 8.1671], [-1.3541, 17.5634, 6.9252], [0.9237, 17.6091, 11.9083], [-1.9537, 15.8828, 8.9765], [-0.9037, 16.0394, 11.2997], [1.5413, 19.1217, 10.0016], [0.3748, 19.2485, 7.7774], [-1.1935, 18.4598, 6.6216], [0.3475, 17.2035, 12.5602], [6.7719, 20.6967, 12.8489], [8.0840, 20.3509, 13.0338], [8.7392, 20.7399, 14.2325], [8.1324, 21.4888, 15.1737], [6.7802, 21.8273, 14.9377], [6.0907, 21.4283, 13.8461], [4.8616, 21.8429, 13.5850], [10.0618, 20.3497, 14.4178], [6.2710, 20.4109, 11.9358], [8.5457, 19.7831, 12.2396], [8.6793, 21.7717, 16.0610], [6.3381, 22.4992, 15.6585], [4.4192, 21.1460, 13.0949], [10.6450, 20.9021, 14.9435], [-0.1810, 23.3762, 11.2394], [-1.5275, 23.2485, 10.9184], [-2.0523, 21.9585, 10.8555], [-1.2852, 20.8181, 11.1576], [0.0335, 20.9955, 11.4718], [0.5488, 22.2913, 11.5086], [1.8601, 22.4733, 11.8563], [-3.3645, 21.7422, 10.4139], [0.2908, 24.3476, 11.2282], [-2.0974, 24.0550, 10.4812], [-1.7032, 19.8420, 10.9606], [0.6422, 20.1493, 11.7546], [2.3005, 21.6259, 11.9542], [-3.4315, 22.4457, 9.7641], [6.4326, 15.2240, 8.9288], [5.7965, 16.1078, 9.8286], [4.2065, 16.1756, 9.9890], [3.6789, 17.0724, 11.0970], [3.7693, 14.6372, 10.1211], [2.4818, 14.2573, 10.6424], [3.7544, 16.6179, 8.4740], [4.0215, 17.9285, 7.9950], [6.0542, 15.2864, 7.9085], [6.1970, 14.1967, 9.2067], [7.5166, 15.2893, 9.0222], [2.4916, 13.6075, 11.5175], [1.8217, 13.7906, 9.9113], [1.8014, 15.0369, 10.9850], [4.0272, 18.7296, 8.7342], [3.1692, 18.0525, 7.3270], [4.9550, 17.9864, 7.4352], [5.8274, 17.4259, 13.8178], [4.6443, 18.1972, 13.9104], [4.3706, 18.3889, 15.3167], [3.1802, 19.3277, 15.3908], [2.1744, 18.7294, 14.5579], [0.9173, 19.4222, 14.7322], [5.7788, 16.4226, 14.2410], [6.6787, 17.9215, 14.2844], [6.1659, 17.2268, 12.8010], [5.2446, 18.8999, 15.7206], [4.1709, 17.5446, 15.9766], [3.3369, 20.3665, 15.1002], [2.9213, 19.3873, 16.4479], [0.4586, 19.2085, 15.6977], [0.1735, 19.2430, 13.9559], [1.1441, 20.4882, 14.7495]],
  "mulliken_charge": [0.034, 1.011, 0.011, -0.809, 0.661, -0.629, -0.646, 0.313, -0.366, -0.561, 0.579, 0.436, 0.293, 0.193, -0.302, 0.300, -1.124, 0.164, -0.689, -0.063, -0.707, 0.482, -0.592, 0.233, 0.432, 0.592, 0.550, 0.400, 0.348, 0.111, 0.155, -0.867, 0.583, -0.721, -0.416, -0.114, -0.622, -0.565, 0.572, 0.503, 0.411, 0.473, 0.039, 0.319, -0.404, -0.823, 0.448, -0.641, 1.266, -0.542, -0.506, -0.534, 0.469, 0.313, 0.401, -0.057, -0.084, 0.297, -0.786, -0.271, 0.163, 0.874, -0.451, -0.199, -0.325, -0.356, 0.339, 0.305, 0.257, 0.351, 0.329, -0.312, -0.088, 0.343, 0.376, -0.954, 0.262, -0.492, -0.608, -0.431, -0.802, 0.373, 0.269, 0.225, 0.351, 0.493, 0.324, 0.546, 0.322, 0.230, 0.337],
  "homo_energy_ev": -9.8,
  "charge": 1,
  "max_force_ev_per_a": 4.5
}

Entry 2:
{
  "formula": "C31H43F7IN2O8P",
  "method": "ωB97M-V with the def2-TZVPD basis set",
  "symbols": ["C", "C", "C", "C", "O", "C", "P", "C", "C", "C", "C", "O", "C", "C", "C", "C", "C", "C", "C", "C", "F", "I", "C", "C", "C", "C", "C", "C", "C", "C", "C", "N", "C", "O", "C", "F", "F", "C", "F", "F", "C", "F", "F", "C", "O", "O", "H", "H", "H", "H", "H", "H", "H", "H", "H", "H", "H", "H", "H", "H", "H", "H", "H", "H", "H", "H", "H", "H", "H", "H", "H", "H", "H", "H", "H", "H", "H", "H", "H", "H", "H", "H", "H", "H", "H", "H", "H", "H", "H", "N", "O", "O", "O"],
  "coordinates": [[-3.9812, 4.8552, -0.2351], [-4.4063, 3.3370, -0.3253], [-3.2185, 2.3548, -0.7843], [-3.1459, 1.2334, 0.3387], [-2.0758, 0.2950, 0.1732], [-0.7746, 0.7836, 0.4450], [-0.4306, 2.0078, 1.8471], [-1.1744, 3.6992, 1.5412], [-1.3459, 1.3708, 3.3842], [-0.3221, 0.7181, 4.4242], [-0.0743, -0.5383, 1.0271], [-0.5224, -1.6929, 0.3434], [-1.3258, -2.5361, 1.2069], [-2.2179, -3.4636, 0.3109], [-3.3894, -2.6054, -0.3326], [-2.7169, -4.7823, 1.0236], [-2.5534, -4.8042, 2.5977], [-1.1878, -5.5188, 2.9819], [-3.7155, -5.7630, 3.1467], [1.4651, -0.2822, 0.7280], [2.2319, 0.3594, 1.6826], [2.2888, -2.3266, 0.8203], [1.2881, 0.3594, -0.6996], [2.3765, 0.2798, -1.7900], [3.8046, 0.0333, -1.2541], [4.5953, -1.0472, -1.8725], [5.9630, -1.2847, -1.4202], [6.5895, -0.5242, -0.3415], [8.0202, -0.7784, 0.1965], [5.8039, 0.5514, 0.2790], [4.4642, 0.7954, -0.2116], [0.0890, 0.9032, -0.8001], [-0.2683, 1.5029, -2.1033], [-1.0461, 0.8950, -2.7617], [0.3563, 2.8369, -2.6612], [1.3088, 3.2884, -1.7678], [0.9753, 2.4965, -3.8557], [-0.6758, 3.9764, -3.0159], [-1.9205, 3.5366, -3.3510], [-0.7500, 4.7954, -1.8940], [-0.2006, 4.9207, -4.2177], [1.1051, 5.2699, -4.1324], [-0.9309, 6.1011, -4.0395], [-0.6215, 4.3824, -5.6399], [0.2209, 3.9248, -6.3646], [-1.9157, 4.3779, -6.0648], [-4.3590, 5.2783, 0.7397], [-2.8820, 5.0381, -0.2677], [-4.4564, 5.4807, -1.0419], [-4.7232, 3.0367, 0.7175], [-5.3291, 3.1855, -0.9514], [-3.5694, 1.9247, -1.7611], [-2.2754, 2.9449, -0.8733], [-3.2432, 1.6630, 1.3718], [-4.0943, 0.6398, 0.1865], [-2.2757, 3.6372, 1.7614], [-0.7685, 4.4493, 2.2770], [-0.9722, 4.1016, 0.5186], [-2.1302, 0.6077, 3.1194], [-1.8589, 2.2366, 3.8886], [0.7373, 0.8523, 4.1013], [-0.4878, 1.2071, 5.4159], [-0.5741, -0.3723, 4.5509], [-0.2288, -0.7753, 2.1086], [-0.6139, -3.0937, 1.8705], [-2.0356, -1.8835, 1.7987], [-1.5707, -3.7847, -0.5548], [-2.9291, -1.8591, -1.0369], [-3.9954, -2.0969, 0.4604], [-4.0019, -3.3293, -0.9414], [-3.8182, -4.8701, 0.8091], [-2.2383, -5.7094, 0.6257], [-2.7163, -3.8215, 3.1048], [-0.7211, -6.0376, 2.0983], [-1.4179, -6.3183, 3.7417], [-0.4318, -4.8454, 3.4583], [-3.5124, -6.7883, 2.7480], [-4.6692, -5.3723, 2.6965], [-3.8184, -5.7161, 4.2578], [2.3979, 1.2152, -2.4044], [2.0770, -0.5716, -2.4715], [4.1589, -1.6597, -2.6999], [6.5294, -2.1044, -1.9527], [8.2252, 0.0069, 0.9815], [8.8283, -0.6969, -0.5664], [8.0345, -1.7552, 0.7558], [6.2225, 1.1801, 1.1025], [3.8763, 1.6216, 0.2658], [-1.9493, 4.0592, -6.9860], [6.8855, -4.8041, -0.8965], [7.5886, -4.0817, -1.6393], [6.2414, -4.2855, 0.0433], [6.8267, -6.0274, -1.0924]],
  "mulliken_charge": [-0.974, -0.734, 1.713, -1.352, 0.145, 0.082, -0.133, -0.520, -0.586, -0.940, -0.986, -0.198, -0.203, 0.516, -1.184, -1.191, 0.878, -1.305, -1.537, -0.144, -0.351, 0.131, 1.017, -0.073, 0.017, -0.533, -0.328, 0.898, -1.126, -0.965, -0.202, 0.697, -0.868, -0.352, 0.926, -0.267, -0.332, 0.500, -0.286, -0.327, 0.933, -0.253, -0.280, 0.217, -0.486, -0.442, 0.317, 0.177, 0.286, 0.316, 0.415, 0.596, -1.394, 0.192, 0.373, 0.213, 0.568, -0.176, 0.270, 0.645, 0.226, 0.306, 0.263, 0.875, 0.026, 0.181, 0.268, 0.044, 0.212, 0.542, 0.319, 0.353, 0.198, 0.242, 0.444, 0.299, 0.361, 0.406, 0.363, 0.295, 0.427, 0.272, 0.307, 0.324, 0.315, 0.241, 0.206, 0.270, 0.375, 0.978, -0.651, -0.620, -0.675],
  "relative_energy_ev": 0.0000,
  "homo_energy_ev": -6.3,
  "max_force_ev_per_a": 3.4
}